DFT (ωB97M-V/def2-TZVPD) results for the ion C5H14N2 with charge -1.

Output
- electronic energy (hartree) = -308.33297
- LUMO energy (spin up / spin down) (eV) = 3.51 / 3.39
- molecular weight (g mol⁻¹) = 102.18
- multiplicity = 2
- total charge = -1
- energy above the lowest of the compared OMol25 structures with the same formula, charge and spin (kcal per mole) = 18.86

Each line ends with the Löwdin charge.
Cartesian coordinates (Å):
C -1.20 -1.28 1.27  -0.344
N -1.25 0.06 0.74  -0.099
C 0.06 0.73 0.77  -0.276
C 1.09 0.21 -0.24  -0.247
C 1.70 1.34 -1.08  -0.615
N 2.10 0.94 -2.42  -0.092
C -2.55 -1.97 1.21  -0.126
H -0.51 -1.91 0.68  0.102
H -0.78 -1.28 2.28  0.106
H -1.58 -0.05 -0.21  0.089
H 0.40 0.68 1.79  0.096
H -0.16 1.77 0.61  0.079
H 0.68 -0.55 -0.90  0.087
H 1.88 -0.29 0.32  0.077
H 2.41 1.87 -0.45  0.031
H 0.91 2.10 -1.19  0.037
H 3.09 1.13 -2.57  -0.039
H 1.54 1.43 -3.11  -0.045
H -2.56 -2.83 1.88  0.056
H -2.75 -2.41 0.23  0.060
H -3.36 -1.28 1.47  0.064


DFT (ωB97M-V/def2-TZVPD) results for an isolated molecule of C5H14N2.

Output
- electronic energy (hartree) = -308.39485
- LUMO energy (eV) = 1.00
- molecular weight (g mol⁻¹) = 102.18
- SMILES = CCC[C@@H](N)CN
- total charge = 0
- energy above the lowest of the compared OMol25 structures with the same formula, charge and spin (kcal per mole) = 17.70

Each line ends with the Löwdin charge.
Cartesian coordinates (Å):
N 1.46 0.45 -0.44  0.053
C 0.18 -0.28 -0.47  -0.428
C -0.41 -0.38 0.93  -0.207
C -0.28 0.82 1.88  -0.255
C -0.81 2.12 1.26  -0.117
C 0.15 -1.65 -1.11  -0.258
N 0.12 -1.78 -2.62  -0.008
H 2.18 -0.16 -0.07  0.077
H 1.72 0.69 -1.39  0.070
H -0.47 0.32 -1.11  0.134
H -1.41 -0.84 0.93  0.113
H 0.10 -1.20 1.47  0.113
H 0.78 0.93 2.06  0.094
H -0.82 0.56 2.78  0.101
H -0.44 2.38 0.26  0.062
H -1.90 2.11 1.16  0.070
H -0.54 2.92 1.95  0.065
H 0.83 -2.41 -0.73  0.114
H -0.83 -2.12 -0.94  0.106
H -0.62 -1.16 -2.92  0.051
H 1.00 -1.33 -2.89  0.048


DFT (ωB97M-V/def2-TZVPD) results for a cluster of 2 separate species, C5H14N2 in total.

Output
- electronic energy (hartree) = -308.37380
- LUMO energy (eV) = 0.80
- molecular weight (g mol⁻¹) = 102.18
- SMILES = C/N=C\N.CCC
- total charge = 0
- energy above the lowest of the compared OMol25 structures with the same formula, charge and spin (kcal per mole) = 30.91

Each line ends with the Löwdin charge.
Cartesian coordinates (Å):
C -0.88 -0.21 2.08  -0.123
C -2.06 -0.02 1.13  -0.323
C -2.74 1.34 1.27  -0.128
H -0.49 0.72 2.48  0.069
H -0.07 -0.78 1.62  0.054
H -1.18 -0.78 2.96  0.068
H -2.79 -0.82 1.31  0.098
H -1.79 -0.12 0.08  0.071
H -3.69 1.34 0.74  0.067
H -2.89 1.62 2.32  0.071
H -2.09 2.13 0.88  0.068
C 3.45 -0.98 -1.72  -0.140
N 0.93 -0.03 -0.95  0.035
C 1.35 -0.22 -2.31  -0.314
N 2.45 -0.63 -2.74  -0.006
H 4.44 -0.97 -2.18  0.061
H 3.26 -1.98 -1.33  0.076
H 3.46 -0.26 -0.90  0.063
H 0.74 0.97 -0.84  0.085
H 0.00 -0.43 -0.85  0.043
H 0.59 0.10 -3.03  0.105


DFT (ωB97M-V/def2-TZVPD) results for a structure of composition C5H14N2.

Output
- electronic energy (hartree) = -308.29539
- LUMO energy (eV) = 1.08
- molecular weight (g mol⁻¹) = 102.18
- total charge = 0
- energy above the lowest of the compared OMol25 structures with the same formula, charge and spin (kcal per mole) = 80.12

Each line ends with the Löwdin charge.
Cartesian coordinates (Å):
N 2.81 0.54 0.69  0.013
C 1.69 -0.22 0.10  -0.462
C 1.81 0.06 -1.41  -0.082
C 0.33 0.20 0.61  -0.271
N -0.63 -0.72 0.04  0.014
C -2.11 -0.12 0.69  -0.206
C -3.04 -0.01 -0.48  -0.117
H 2.92 0.47 1.69  0.060
H 3.65 0.27 0.23  0.059
H 1.93 -1.28 0.26  0.129
H 0.92 -0.36 -1.89  0.066
H 1.89 1.12 -1.61  0.075
H 2.64 -0.49 -1.87  0.071
H 0.16 1.25 0.36  0.118
H 0.37 0.21 1.72  0.120
H -1.81 0.89 1.01  0.090
H -1.18 -1.18 0.69  -0.012
H -2.53 -0.54 1.61  0.119
H -2.78 0.74 -1.24  0.076
H -4.08 0.13 -0.20  0.069
H -2.96 -0.97 -0.99  0.071


DFT (ωB97M-V/def2-TZVPD) results for an isolated molecule of C5H14N2.

Output
- electronic energy (hartree) = -308.36314
- LUMO energy (eV) = 0.94
- molecular weight (g mol⁻¹) = 102.18
- SMILES = CNCC(C)(C)N
- total charge = 0
- energy above the lowest of the compared OMol25 structures with the same formula, charge and spin (kcal per mole) = 37.60

Each line ends with the Löwdin charge.
Cartesian coordinates (Å):
C -0.36 -0.11 -0.62  -0.538
C -0.18 -1.06 0.52  -0.166
C 0.64 -0.24 -1.77  -0.057
C -0.67 1.35 -0.30  -0.053
C 0.99 0.40 2.31  -0.159
N 1.08 -0.46 1.16  -0.127
N -1.82 -0.81 -1.06  0.028
H 1.91 -0.33 0.59  0.091
H -1.66 -1.67 -1.56  0.041
H -2.30 -0.19 -1.70  0.037
H -0.98 -1.00 1.25  0.114
H 0.07 -2.06 0.17  0.113
H 1.57 0.28 -1.55  0.074
H 0.87 -1.29 -1.97  0.080
H 0.22 0.19 -2.68  0.080
H -1.11 1.82 -1.18  0.079
H 0.24 1.90 -0.08  0.075
H -1.37 1.41 0.52  0.087
H 1.84 0.23 2.97  0.068
H 0.09 0.16 2.89  0.076
H 0.94 1.47 2.09  0.058


DFT (ωB97M-V/def2-TZVPD) results for a structure of composition C5H14N2.

Output
- electronic energy (hartree) = -308.20643
- LUMO energy (spin up / spin down) (eV) = 0.82 / 0.82
- molecular weight (g mol⁻¹) = 102.18
- total charge = 0
- energy above the lowest of the compared OMol25 structures with the same formula, charge and spin (kcal per mole) = 135.93

Each line ends with the Löwdin charge.
Cartesian coordinates (Å):
C -0.74 0.37 -0.12  -0.394
C 0.58 0.50 -0.67  -0.269
C -1.17 1.07 1.13  -0.042
C -1.67 -0.66 -0.70  -0.057
C 1.60 1.50 -0.18  -0.084
N 1.11 -1.11 0.54  -0.172
N 1.08 -2.45 0.02  -0.137
H 1.77 -1.14 1.32  0.016
H 0.68 -2.42 -0.91  0.025
H 0.44 -3.04 0.56  0.038
H 0.78 -0.06 -1.57  0.121
H -0.46 1.30 -1.16  0.216
H -2.12 1.60 0.97  0.086
H -1.55 -1.59 -0.14  0.080
H -0.44 1.78 1.50  0.075
H -1.35 0.33 1.91  0.094
H -2.71 -0.34 -0.61  0.082
H -1.45 -0.86 -1.75  0.086
H 1.70 1.43 0.91  0.074
H 2.57 1.27 -0.62  0.081
H 1.33 2.53 -0.43  0.081


DFT (ωB97M-V/def2-TZVPD) results for an isolated molecule of C5H14N2.

Output
- electronic energy (hartree) = -308.40388
- LUMO energy (eV) = 1.06
- molecular weight (g mol⁻¹) = 102.18
- SMILES = CC(C)[C@H](N)CN
- total charge = 0
- energy above the lowest of the compared OMol25 structures with the same formula, charge and spin (kcal per mole) = 12.04

Each line ends with the Löwdin charge.
Cartesian coordinates (Å):
N 1.92 0.47 0.73  0.054
C 0.67 0.48 -0.07  -0.388
C 0.28 -0.92 -0.61  -0.396
C -0.21 -1.89 0.49  -0.074
C -0.77 -0.86 -1.72  -0.081
C -0.46 1.18 0.67  -0.275
N -0.28 2.61 0.86  0.007
H 1.67 0.94 1.59  0.058
H 2.16 -0.50 0.89  0.053
H 0.85 1.06 -0.99  0.128
H 1.22 -1.31 -1.00  0.129
H 0.46 -1.98 1.35  0.072
H -0.34 -2.91 0.14  0.075
H -1.20 -1.51 0.77  0.076
H -0.47 -0.29 -2.60  0.080
H -1.72 -0.48 -1.35  0.069
H -0.96 -1.88 -2.05  0.079
H -0.62 0.65 1.62  0.113
H -1.38 1.01 0.12  0.099
H -1.13 3.09 1.01  0.053
H 0.30 3.03 0.14  0.068


DFT (ωB97M-V/def2-TZVPD) results for a cluster of 2 separate species, C5H14N2 in total.

Output
- electronic energy (hartree) = -308.35626
- LUMO energy (eV) = 0.99
- molecular weight (g mol⁻¹) = 102.18
- SMILES = CN=C(C)C.CN
- total charge = 0
- energy above the lowest of the compared OMol25 structures with the same formula, charge and spin (kcal per mole) = 41.92

Each line ends with the Löwdin charge.
Cartesian coordinates (Å):
C 0.41 -0.38 -0.66  -0.439
C -1.66 0.88 1.79  -0.130
C 2.62 -0.48 0.23  -0.165
C -0.46 -1.16 -1.61  -0.072
C 0.50 1.11 -0.95  -0.061
N 1.33 -1.03 -0.03  -0.003
N -1.89 -0.34 0.86  -0.058
H -2.83 -0.35 0.49  0.060
H -1.75 -1.18 1.41  0.066
H 2.66 -0.07 1.24  0.073
H -2.45 0.95 2.54  0.055
H -0.68 0.79 2.25  0.062
H -1.72 1.79 1.19  0.055
H 3.37 -1.27 0.14  0.070
H 3.00 0.33 -0.42  0.067
H 0.78 1.65 -0.04  0.072
H 1.31 1.32 -1.64  0.078
H -0.33 -0.84 -2.64  0.080
H -0.29 -2.22 -1.49  0.073
H -1.50 -0.97 -1.32  0.044
H -0.44 1.48 -1.35  0.075


DFT (ωB97M-V/def2-TZVPD) results for an isolated molecule of C5H14N2.

Output
- electronic energy (hartree) = -308.38845
- LUMO energy (eV) = 1.09
- molecular weight (g mol⁻¹) = 102.18
- SMILES = CN[C@@H](C)CCN
- total charge = 0
- energy above the lowest of the compared OMol25 structures with the same formula, charge and spin (kcal per mole) = 21.72

Each line ends with the Löwdin charge.
Cartesian coordinates (Å):
C 0.26 -2.33 1.51  -0.143
N 0.30 -0.88 1.48  -0.096
C -0.31 -0.32 0.26  -0.410
C 0.31 1.08 0.07  -0.164
C 0.13 1.63 -1.36  -0.274
N 1.29 1.32 -2.22  -0.011
C -1.84 -0.29 0.38  -0.061
H 0.93 -2.70 0.74  0.074
H 0.60 -2.71 2.47  0.078
H -0.70 -2.79 1.31  0.063
H -0.23 -0.55 2.26  0.093
H -0.04 -0.92 -0.61  0.136
H -0.17 1.79 0.74  0.107
H 1.36 0.89 0.23  0.099
H -0.81 1.25 -1.74  0.096
H 0.06 2.72 -1.36  0.096
H 1.07 0.89 -3.11  0.055
H 1.95 0.73 -1.75  0.050
H -2.16 -1.12 1.01  0.066
H -2.40 -0.35 -0.55  0.074
H -2.19 0.61 0.88  0.073


DFT (ωB97M-V/def2-TZVPD) results for a cluster of 2 separate species, C5H14N2 in total.

Output
- electronic energy (hartree) = -308.20066
- LUMO energy (eV) = -0.30
- molecular weight (g mol⁻¹) = 102.18
- total charge = 0
- energy above the lowest of the compared OMol25 structures with the same formula, charge and spin (kcal per mole) = 139.56

Each line ends with the Löwdin charge.
Cartesian coordinates (Å):
C -0.13 -0.71 -0.06  -0.315
N -1.10 0.33 -0.08  -0.249
C -1.12 1.06 1.23  -0.097
C -2.41 -0.42 -0.09  -0.135
C 1.29 -0.20 0.09  -0.561
C 1.37 1.13 -0.65  -0.122
N 2.19 -1.31 -0.42  0.088
H -0.31 -1.46 0.80  0.134
H 0.08 -1.37 -1.09  0.145
H -1.47 0.33 2.03  0.094
H -1.86 1.86 1.35  0.083
H -0.13 1.37 1.56  0.057
H -3.30 0.26 -0.02  0.081
H -2.51 -0.90 -1.13  0.098
H -2.56 -1.25 0.72  0.102
H 1.50 -0.07 1.16  0.133
H 0.75 1.12 -1.56  0.082
H 2.31 1.30 -0.98  0.022
H 1.09 2.07 -0.12  0.093
H 3.11 -0.96 -0.39  -0.007
H 1.58 -0.58 -1.97  0.274


DFT (ωB97M-V/def2-TZVPD) results for an isolated molecule of C5H14N2.

Output
- electronic energy (hartree) = -308.30823
- LUMO energy (eV) = 0.89
- molecular weight (g mol⁻¹) = 102.18
- SMILES = CC[C@H](CN)NC
- total charge = 0
- energy above the lowest of the compared OMol25 structures with the same formula, charge and spin (kcal per mole) = 72.06

Each line ends with the Löwdin charge.
Cartesian coordinates (Å):
C -0.74 2.55 -0.31  -0.239
N -0.33 1.64 0.69  -0.113
C -0.99 -2.09 0.64  -0.137
C -0.25 -0.84 1.26  -0.223
C -0.22 0.16 0.12  -0.358
C 1.09 0.02 -0.69  -0.258
N 1.31 -1.38 -1.07  -0.014
H -0.07 2.66 -1.32  0.104
H -0.78 3.70 0.00  0.092
H -1.88 2.46 -0.39  0.090
H 0.66 1.83 0.93  0.090
H -1.07 -2.86 1.52  0.077
H -0.23 -2.72 0.03  0.085
H -2.04 -1.93 0.42  0.059
H -0.65 -0.47 2.25  0.119
H 0.75 -1.21 1.47  0.091
H -1.07 0.13 -0.58  0.129
H 0.94 0.66 -1.73  0.143
H 1.85 0.60 -0.10  0.116
H 2.36 -1.54 -1.08  0.108
H 1.35 -1.37 -2.05  0.037


DFT (ωB97M-V/def2-TZVPD) results for the ion C5H14N2 with charge +2.

Output
- electronic energy (hartree) = -307.64319
- LUMO energy (eV) = -10.01
- molecular weight (g mol⁻¹) = 102.18
- SMILES = C/[NH+]=C/[N+](C)(C)C
- total charge = +2
- energy above the lowest of the compared OMol25 structures with the same formula, charge and spin (kcal per mole) = 91.16

Each line ends with the Löwdin charge.
Cartesian coordinates (Å):
C 0.14 -0.06 -0.70  0.037
C -0.25 -2.10 -2.08  -0.001
C 0.07 -0.15 1.78  0.012
C -1.16 1.30 0.36  0.031
C 1.40 1.53 0.62  0.030
N 0.05 -1.42 -0.81  0.107
N 0.19 0.67 0.53  -0.328
H 0.03 0.50 -1.61  0.178
H -1.15 -2.89 -1.97  0.180
H 0.59 -2.63 -2.42  0.093
H -0.65 -1.41 -2.84  0.112
H -0.79 -0.85 1.87  0.142
H 0.95 -0.70 2.06  0.111
H -0.01 0.57 2.62  0.144
H -1.82 1.50 1.30  0.183
H -1.22 2.21 -0.24  0.135
H -1.70 0.67 -0.39  0.128
H 1.82 1.94 -0.41  0.165
H 1.18 2.53 1.29  0.196
H 2.24 1.00 1.09  0.116
H 0.10 -2.20 -0.05  0.230


Look up the electronic energy of the seventh one.
-308.40388 hartree


Repeat the first record exactly.
DFT (ωB97M-V/def2-TZVPD) results for the ion C5H14N2 with charge -1.

Output
- electronic energy (hartree) = -308.33297
- LUMO energy (spin up / spin down) (eV) = 3.51 / 3.39
- molecular weight (g mol⁻¹) = 102.18
- multiplicity = 2
- total charge = -1
- energy above the lowest of the compared OMol25 structures with the same formula, charge and spin (kcal per mole) = 18.86

Each line ends with the Löwdin charge.
Cartesian coordinates (Å):
C -1.20 -1.28 1.27  -0.344
N -1.25 0.06 0.74  -0.099
C 0.06 0.73 0.77  -0.276
C 1.09 0.21 -0.24  -0.247
C 1.70 1.34 -1.08  -0.615
N 2.10 0.94 -2.42  -0.092
C -2.55 -1.97 1.21  -0.126
H -0.51 -1.91 0.68  0.102
H -0.78 -1.28 2.28  0.106
H -1.58 -0.05 -0.21  0.089
H 0.40 0.68 1.79  0.096
H -0.16 1.77 0.61  0.079
H 0.68 -0.55 -0.90  0.087
H 1.88 -0.29 0.32  0.077
H 2.41 1.87 -0.45  0.031
H 0.91 2.10 -1.19  0.037
H 3.09 1.13 -2.57  -0.039
H 1.54 1.43 -3.11  -0.045
H -2.56 -2.83 1.88  0.056
H -2.75 -2.41 0.23  0.060
H -3.36 -1.28 1.47  0.064